No. 1
Below is C22H49IrN2O2P3 as an isolated structure in a non-equilibrium geometry, with properties calculated with wB97M-V/def2-TZVPD.

XYZ file:
```
79
Properties=species:S:1:pos:R:3:forces:R:3
Ir -0.238 0.154 0.364 0.32 -1.54 -1.55
P 0.250 1.669 1.885 -1.04 0.52 0.94
P 0.110 -1.769 1.722 -0.33 0.68 0.27
P -0.954 1.613 -1.403 -0.26 0.33 0.70
H -6.434 -6.393 -3.060 0.12 0.19 -0.41
C -6.214 -5.929 -4.033 -3.48 1.62 2.84
C -5.274 -6.417 -4.844 3.32 -1.84 -2.96
H -4.676 -7.299 -4.570 -0.26 0.37 -0.09
C -1.276 2.253 2.738 0.76 -0.17 -0.26
C 1.124 1.224 3.478 0.64 0.07 -0.36
C 0.866 3.331 1.296 0.19 0.23 0.07
C -0.114 -3.378 0.866 -0.10 0.21 -0.20
C 1.639 -2.101 2.662 0.11 -0.03 0.11
C -1.232 -1.747 2.965 0.19 -0.57 0.06
C -1.452 0.839 -3.003 0.19 -0.41 0.24
C 0.033 3.022 -2.044 -0.15 0.16 -0.26
C -2.519 2.356 -0.808 -0.08 0.20 -0.62
H -6.830 -5.063 -4.317 0.27 -0.36 0.10
H -5.071 -5.972 -5.829 -0.11 -0.17 0.42
H -0.921 2.967 3.487 -0.50 0.04 0.06
H -1.742 1.376 3.200 -0.10 0.37 -0.08
H -1.928 2.723 2.000 -0.11 -0.08 0.31
H 1.190 2.110 4.120 0.01 -0.01 -0.18
H 2.136 0.816 3.295 -0.74 0.16 0.24
H 0.533 0.500 4.061 0.13 0.14 -0.50
H 0.134 4.100 1.615 0.48 -0.36 -0.08
H 0.965 3.404 0.205 -0.11 -0.36 0.46
H 1.850 3.608 1.695 -0.58 -0.02 -0.18
H 0.165 -4.214 1.521 -0.09 0.31 -0.08
H 0.526 -3.379 -0.025 -0.10 -0.12 0.21
H -1.156 -3.503 0.544 0.24 -0.03 0.12
H 1.385 -2.488 3.662 0.17 0.11 -0.31
H 2.247 -1.197 2.732 -0.15 -0.30 0.11
H 2.215 -2.861 2.119 -0.09 0.19 0.18
H -1.261 -2.720 3.470 -0.10 0.24 0.12
H -2.185 -1.563 2.457 0.25 -0.03 0.15
H -1.059 -0.950 3.697 -0.08 -0.20 -0.15
H -1.590 1.594 -3.789 0.00 -0.12 0.37
H -2.384 0.268 -2.888 0.26 0.18 -0.01
H -0.656 0.147 -3.307 -0.21 0.17 -0.08
H -0.333 3.278 -3.050 0.18 0.04 0.37
H 1.094 2.755 -2.116 -0.26 0.10 -0.01
H -0.078 3.902 -1.402 0.02 -0.15 -0.18
H -3.093 2.735 -1.663 0.03 0.13 0.28
H -2.310 3.173 -0.107 -0.06 -0.13 -0.17
H -3.096 1.583 -0.289 0.18 0.20 -0.16
C -1.628 -1.932 -1.570 1.18 0.76 0.46
C -2.834 -1.855 -0.821 -0.52 0.16 0.20
C -4.005 -2.442 -1.271 0.05 0.36 0.70
C -4.038 -3.153 -2.469 0.28 0.15 0.09
C -2.863 -3.254 -3.223 0.31 -0.15 -0.28
C -1.678 -2.681 -2.797 0.32 -0.06 -0.17
O -0.526 -1.315 -1.175 -1.97 -1.35 -1.23
H -1.758 0.219 0.915 -0.34 -0.08 0.10
H -2.805 -1.273 0.102 -0.04 -0.16 -0.22
H -4.897 -2.319 -0.662 0.09 -0.12 -0.17
H -4.968 -3.612 -2.816 0.28 0.23 0.12
H -2.906 -3.798 -4.168 0.27 0.21 0.21
H -0.764 -2.761 -3.387 -0.26 0.00 0.13
C 3.162 0.874 -1.382 -0.20 -0.45 -0.67
N 3.690 1.832 -0.426 0.04 0.75 2.27
C 4.405 3.065 -0.840 0.23 -0.58 -0.64
C 3.505 1.494 0.892 -1.76 -2.21 -3.86
O 2.959 0.405 1.195 1.80 3.26 0.86
N 4.211 2.360 1.801 0.81 -1.50 1.54
C 5.571 1.872 1.841 1.27 -0.46 -0.29
C 3.822 2.969 3.049 -0.44 1.57 0.01
H 3.633 1.035 -2.367 -0.11 0.00 0.49
H 2.054 1.007 -1.481 0.90 -0.41 0.22
H 3.407 -0.149 -1.016 -0.39 0.69 -0.43
H 4.424 3.803 -0.035 -0.11 -0.07 -0.16
H 5.440 2.850 -1.172 -0.41 -0.10 0.44
H 3.935 3.494 -1.733 -0.26 -0.02 0.41
H 5.799 1.403 2.807 -0.14 0.40 0.06
H 5.722 1.095 1.091 -0.01 0.23 -0.09
H 6.287 2.685 1.651 -0.19 0.00 0.21
H 2.928 3.588 2.963 0.10 -0.45 0.04
H 3.706 2.271 3.880 0.08 -0.38 -0.22
H 4.621 3.665 3.315 0.18 -0.22 0.03
```
Forces are in eV/Å.

Results
<S²> ... 6.053
Net charge ... +3
E_HOMO (spin up / spin down) ... -12.093 / -15.438 eV
Electronic energy ... -2254.9045 a.u.
Relative energy (zero: lowest compared OMol25 entry of this formula, charge and spin) ... 338.9 kJ/mol
LUMO level (spin up / spin down) ... -9.1 / -13.6 eV
Spin multiplicity ... 5

No. 2
Below is C22H49IrN2O2P3 as an isolated structure in a non-equilibrium geometry, with properties calculated with wB97M-V/def2-TZVPD.

XYZ file:
```
79
Properties=species:S:1:pos:R:3:forces:R:3
Ir 0.579 -0.201 -0.354 -0.97 0.81 -1.13
P 1.866 -1.019 1.160 2.24 -1.51 4.11
P 1.730 1.884 -0.352 0.69 0.76 -0.21
P -0.576 -2.293 -0.478 -0.09 -0.63 -0.32
H -0.342 2.154 -8.188 -0.19 -0.27 0.31
C -1.149 1.499 -7.833 2.38 -0.73 -2.69
C -2.163 1.927 -7.067 -2.98 0.58 1.63
H -2.276 2.938 -6.682 0.18 -0.11 0.02
C 3.285 -1.857 0.414 0.37 -0.15 -0.43
C 2.630 0.073 2.420 0.25 0.23 -0.04
C 1.250 -2.247 2.377 -0.18 -0.42 0.49
C 0.972 3.083 -1.510 -0.11 -0.26 -0.15
C 1.932 2.965 1.124 -0.18 -0.09 0.29
C 3.424 1.590 -1.002 -0.38 0.25 0.07
C -1.945 -2.237 -1.688 0.15 0.30 -0.06
C -1.459 -2.949 0.984 -0.06 0.00 0.10
C 0.544 -3.624 -1.089 -0.43 0.22 0.02
H -1.227 0.500 -8.278 0.36 0.30 0.18
H -2.991 1.222 -6.928 0.13 0.71 -0.30
H 4.011 -2.113 1.197 -0.19 0.09 -0.07
H 3.770 -1.201 -0.319 -0.06 -0.21 0.14
H 2.974 -2.781 -0.088 0.06 0.29 0.09
H 3.228 -0.557 3.097 -0.14 0.18 -0.30
H 1.851 0.569 3.019 0.21 -0.15 -0.24
H 3.299 0.826 1.987 -0.19 -0.17 0.15
H 1.065 -3.234 1.918 0.13 0.53 0.31
H 0.317 -1.877 2.859 0.58 -0.28 -0.45
H 2.013 -2.377 3.184 -0.49 0.07 -0.78
H 1.346 4.096 -1.302 -0.04 -0.36 -0.11
H -0.117 3.053 -1.372 0.30 0.22 -0.02
H 1.203 2.812 -2.550 -0.04 0.15 0.24
H 2.934 3.423 1.124 -0.33 -0.13 -0.09
H 1.799 2.411 2.060 0.09 0.31 -0.34
H 1.172 3.763 1.086 0.35 -0.32 -0.04
H 3.837 2.544 -1.349 0.08 -0.18 0.10
H 3.357 0.889 -1.840 0.10 0.15 0.13
H 4.074 1.166 -0.230 -0.06 0.12 -0.14
H -2.585 -3.121 -1.541 0.25 0.31 -0.20
H -1.555 -2.214 -2.715 -0.12 -0.05 0.25
H -2.527 -1.323 -1.502 -0.01 -0.32 -0.07
H -2.333 -3.516 0.634 0.26 0.14 0.15
H -1.796 -2.097 1.591 0.03 -0.25 -0.15
H -0.827 -3.612 1.584 -0.31 0.18 -0.21
H -0.067 -4.361 -1.623 0.20 -0.01 0.18
H 1.070 -4.115 -0.264 -0.13 0.03 -0.17
H 1.274 -3.191 -1.783 -0.19 -0.13 0.13
C -0.669 0.664 -2.972 -0.33 -0.20 1.79
C 0.399 0.247 -3.829 -0.01 -0.64 -0.42
C 0.061 -0.326 -5.058 0.61 0.61 0.90
C -1.291 -0.385 -5.448 -0.46 0.60 -0.42
C -2.233 0.419 -4.752 -0.31 0.75 -0.17
C -1.938 0.977 -3.525 -0.11 -0.23 -0.02
O -0.652 0.647 -1.660 -0.60 0.67 -2.51
H 1.350 -0.729 -1.738 0.25 -0.21 -0.07
H 1.425 0.297 -3.440 -0.52 -0.12 -0.48
H 0.861 -0.655 -5.724 -0.31 -0.26 0.25
H -1.612 -0.915 -6.361 0.31 0.21 0.57
H -3.189 0.760 -5.141 -0.12 -1.13 0.06
H -2.685 1.495 -2.912 0.35 -0.17 -0.33
C -0.847 2.680 3.118 0.18 0.43 -0.56
N -0.797 1.547 4.025 -1.09 -1.12 0.20
C -0.568 1.868 5.429 0.24 0.39 0.62
C -1.541 0.455 3.589 0.32 2.17 -2.22
O -1.982 0.450 2.429 0.38 -0.80 1.74
N -1.773 -0.583 4.492 0.21 -0.96 0.24
C -0.845 -1.011 5.523 0.39 -0.36 0.29
C -2.874 -1.477 4.209 -0.62 0.07 -0.92
H -1.864 3.116 3.125 0.32 -0.15 -0.05
H -0.611 2.365 2.089 -0.20 0.08 0.52
H -0.130 3.440 3.458 -0.26 -0.28 -0.09
H -1.439 1.641 6.062 0.20 0.08 -0.23
H 0.306 1.336 5.820 -0.12 0.29 -0.06
H -0.389 2.950 5.485 0.00 -0.47 0.16
H -1.071 -0.537 6.483 -0.12 -0.01 -0.01
H -0.965 -2.090 5.649 -0.05 0.20 0.06
H 0.207 -0.806 5.280 -0.44 0.18 -0.10
H -3.296 -1.227 3.224 0.16 -0.03 0.47
H -2.551 -2.522 4.224 0.10 0.17 0.17
H -3.670 -1.360 4.953 0.12 0.07 0.23
```
Forces are in eV/Å.

Results
<S²> ... 8.817
Net charge ... +4
E_HOMO (spin up / spin down) ... -17.527 / -19.663 eV
Electronic energy ... -2254.3755 a.u.
Relative energy (zero: lowest compared OMol25 entry of this formula, charge and spin) ... 59.7 kJ/mol
LUMO level (spin up / spin down) ... -11.0 / -15.3 eV
Spin multiplicity ... 6

No. 3
Below is C22H49LaN2P3SSe as an isolated structure in a non-equilibrium geometry, with properties calculated with wB97M-V/def2-TZVPD.

XYZ file:
```
79
Properties=species:S:1:pos:R:3:forces:R:3
La -0.392 0.651 -0.324 2.04 -0.33 -0.18
P -0.392 3.356 -1.192 0.75 2.32 -0.72
P -0.753 1.113 2.559 -0.31 0.46 1.81
P -0.161 -0.682 -2.954 0.23 -0.69 -1.70
H -2.354 -3.573 2.070 0.48 -0.16 -0.27
C -1.824 -3.787 1.131 0.60 0.58 -0.13
C -0.500 -3.578 0.959 -0.72 0.37 -0.06
H 0.157 -3.172 1.739 -0.41 -0.36 -0.09
C -1.693 4.562 -1.649 -0.42 -0.41 0.14
C 0.602 4.301 0.040 -0.22 -0.44 0.31
C 0.771 3.484 -2.616 -0.21 -0.59 -0.02
C -1.038 -0.235 3.760 -0.07 -0.55 -0.10
C 0.612 2.061 3.326 0.32 0.13 -0.21
C -2.183 2.223 2.902 -0.06 -0.04 -0.47
C -0.285 -2.501 -3.123 -0.15 -0.19 0.52
C 1.411 -0.301 -3.816 0.22 0.18 0.16
C -1.379 -0.133 -4.215 -0.22 0.28 0.41
H -2.474 -4.149 0.328 0.43 -0.08 0.18
H 0.006 -3.786 0.008 -0.32 -0.12 0.32
H -1.252 5.569 -1.781 -0.21 -0.57 0.06
H -2.446 4.571 -0.842 0.21 0.22 -0.38
H -2.182 4.227 -2.579 0.16 0.25 0.35
H 0.681 5.338 -0.309 0.05 -0.22 0.16
H 1.600 3.853 0.139 -0.24 0.18 -0.05
H 0.105 4.264 1.018 0.15 0.27 -0.16
H 0.843 4.539 -2.907 0.06 -0.27 0.00
H 0.390 2.880 -3.450 0.14 0.32 0.01
H 1.759 3.097 -2.332 -0.19 0.18 -0.09
H -1.862 0.023 4.444 0.34 -0.14 -0.25
H -0.124 -0.414 4.347 -0.35 -0.01 -0.22
H -1.293 -1.152 3.204 0.03 0.21 0.45
H 0.242 2.669 4.164 0.15 -0.27 -0.20
H 1.067 2.725 2.577 -0.05 -0.10 0.31
H 1.377 1.356 3.681 -0.17 0.27 -0.05
H -2.381 2.232 3.985 0.08 0.06 -0.37
H -3.064 1.860 2.352 0.19 0.22 0.38
H -1.944 3.239 2.560 -0.16 -0.20 0.12
H -0.868 -2.755 -4.018 0.22 -0.01 0.29
H -0.791 -2.890 -2.226 0.12 -0.16 -0.43
H 0.716 -2.947 -3.195 -0.28 0.07 0.04
H 1.320 -0.500 -4.894 0.02 0.00 0.33
H 2.222 -0.908 -3.392 -0.19 0.21 -0.15
H 1.666 0.758 -3.666 0.03 -0.28 -0.14
H -1.335 -0.807 -5.083 0.00 0.28 0.23
H -1.150 0.895 -4.526 -0.15 -0.24 0.00
H -2.383 -0.160 -3.769 0.15 0.00 -0.32
C -4.899 -0.584 -0.451 -1.25 -0.56 -0.40
C -5.221 -1.800 0.164 0.29 0.37 0.31
C -6.553 -2.255 0.173 0.23 0.34 -0.34
C -7.538 -1.529 -0.500 0.05 0.29 -0.15
C -7.195 -0.383 -1.243 0.28 -0.51 0.31
C -5.875 0.073 -1.235 0.84 0.55 0.29
Se -3.159 0.372 -0.182 -1.27 -1.59 0.27
H -2.205 -0.653 0.576 -1.69 0.44 -0.56
H -4.447 -2.382 0.649 -0.12 0.05 0.20
H -6.811 -3.175 0.710 0.20 0.40 -0.28
H -8.583 -1.852 -0.463 0.46 0.08 -0.04
H -7.952 0.158 -1.821 0.36 -0.24 0.24
H -5.594 0.959 -1.816 -0.26 -0.23 0.27
C 5.877 -0.115 3.297 0.28 0.01 0.02
C 4.626 -0.797 2.769 0.24 -0.03 0.29
N 3.972 0.064 1.763 -0.88 -0.21 -0.69
C 3.445 -0.349 0.614 0.88 -0.50 0.99
S 2.497 0.734 -0.338 -0.54 0.08 -0.02
N 3.767 -1.613 0.177 -0.57 0.86 -0.55
C 5.189 -1.826 -0.238 0.39 -0.20 0.04
C 5.469 -3.296 -0.480 0.16 -0.27 -0.05
H 6.604 0.039 2.488 -0.11 -0.04 0.26
H 6.335 -0.744 4.072 -0.08 0.20 -0.24
H 5.653 0.863 3.749 0.02 -0.29 -0.12
H 4.848 -1.772 2.321 -0.15 0.38 0.15
H 3.923 -0.963 3.597 -0.01 0.06 -0.28
H 3.738 1.016 2.047 0.27 -0.35 -0.17
H 3.136 -1.895 -0.574 0.32 0.11 0.20
H 5.384 -1.270 -1.170 -0.07 0.06 0.41
H 5.837 -1.426 0.553 -0.21 -0.11 -0.32
H 5.092 -3.636 -1.454 -0.03 0.10 0.26
H 6.554 -3.447 -0.495 -0.19 -0.03 -0.02
H 5.047 -3.933 0.305 0.11 0.15 -0.09
```
Forces are in eV/Å.

Results
Net charge ... +3
E_HOMO ... -16.473 eV
Electronic energy ... -4831.5279 a.u.
Relative energy (zero: lowest compared OMol25 entry of this formula, charge and spin) ... 0.0 kJ/mol
LUMO level ... -9.3 eV
Spin multiplicity ... 1

What is the formula in the third record?
C22H49LaN2P3SSe

Which of these has the lowest electronic energy?
C22H49LaN2P3SSe

The lowest electronic energy belongs to which entry?
C22H49LaN2P3SSe

The highest net charge belongs to which entry?
number 2